Here is an isolated ion of composition C10H17BrN3 and charge +1 at a distorted geometry from the Open Molecules 2025 dataset. Energies are from ωB97M-V/def2-TZVPD.

Output
Net charge: +1
E in a.u.: -3129.105357
Energy above the lowest of the compared OMol25 structures with the same formula, charge and spin in eV: 3.419

Structure (XYZ):
```
31
Properties=species:S:1:pos:R:3:forces:R:3
Br -2.76687 1.27166 0.16878 0.322 -0.070 -0.724
N -1.80457 -1.29173 1.25090 2.710 2.673 -0.169
N -0.08116 0.91106 0.18544 1.533 -1.101 2.468
N -1.00174 -0.62000 -1.36691 -1.510 -1.150 -0.675
C 1.35430 0.14359 0.44347 -0.389 1.123 1.284
C 0.26142 2.07086 -0.68645 -2.358 2.426 2.914
C -1.92955 -1.52405 -1.60316 -0.225 -2.272 -0.859
C 1.47643 0.00971 1.95876 -1.343 -1.938 -0.088
C -1.17026 0.16444 -0.34676 -2.393 -0.587 3.202
C 2.36426 1.13563 -0.19965 -1.007 -1.223 2.234
C -3.17520 -1.76485 -0.82260 1.115 2.061 -1.156
C 1.46286 -1.14544 -0.16878 1.387 -5.220 1.381
C -2.62861 -1.88277 0.62144 -3.113 -3.322 0.514
C 1.68461 2.40858 -0.36816 -0.435 0.128 -4.445
H 1.86301 2.98091 0.44423 -0.093 2.272 2.525
H 3.20551 1.28556 0.42356 0.977 -0.244 0.813
H -3.23692 -2.75201 1.09023 1.067 1.279 -0.257
H 1.69018 0.93749 2.30273 0.630 2.995 1.630
H 0.91240 -2.03528 0.40417 0.869 2.085 -1.134
H 2.58560 -1.48473 -0.10810 -1.973 0.809 -0.145
H -3.77778 -2.66086 -1.04252 0.490 0.685 -0.359
H 2.09293 2.89169 -1.28746 -0.179 0.184 0.892
H -0.52780 2.88890 -0.33712 1.737 -1.471 -1.505
H 0.64876 -0.43665 2.59672 0.424 0.531 -1.441
H 2.70433 0.73377 -1.07787 0.724 -1.054 -2.323
H -0.38615 1.11555 1.19953 0.565 0.221 -2.002
H 2.31112 -0.61145 2.20456 0.746 -0.372 -0.129
H 0.08724 1.65023 -1.64169 0.003 0.317 -1.341
H -1.65482 -2.42030 -2.23068 0.068 1.477 0.173
H 1.16490 -1.17976 -1.16786 -0.177 -0.103 -1.578
H -3.72841 -0.78976 -0.83873 -0.171 -1.139 0.302
```
Forces are in eV/Å.